Record 1
Here is a structure of composition C26H24N7O3S2Tc from the Open Molecules 2025 dataset. Energies are from the ωB97M-V functional and the def2-TZVPD basis.

Structure (XYZ):
```
63
Properties=species:S:1:pos:R:3
Tc 0.5028 -1.0154 -1.5859
C 0.8127 4.2823 -3.8690
C 2.2077 3.7210 -3.6352
N 2.2603 2.2716 -3.7954
C 1.8611 1.4213 -2.8427
S 1.9301 -0.2902 -3.2882
N 1.4786 1.8731 -1.6883
N 1.1958 0.8889 -0.7494
C 1.1729 1.3082 0.4671
C 1.4119 2.7355 0.8376
C 1.0122 0.3627 1.6111
C -0.1427 0.4057 2.3842
C -0.2205 -0.4204 3.4925
C 0.8689 -1.2191 3.8029
C 1.9852 -1.1664 2.9821
N 2.0628 -0.4018 1.8937
H 0.4717 4.0725 -4.8830
H 0.8126 5.3630 -3.7274
H 0.1029 3.8417 -3.1686
H 2.5501 3.9474 -2.6265
H 2.9250 4.1472 -4.3353
H 2.3834 1.8929 -4.7198
H 1.0779 3.4146 0.0587
H 2.4874 2.8851 0.9710
H 0.9313 2.9510 1.7906
H -0.9543 1.0672 2.1051
H -1.1076 -0.4307 4.1122
H 0.8619 -1.8611 4.6726
H 2.8649 -1.7584 3.2048
O -3.2549 -1.2285 -1.3124
S -2.1317 -0.4033 -1.0253
O -1.2629 0.0751 -2.1534
N -0.9691 -1.1222 -0.1976
C -0.9238 -2.2327 0.6436
C -1.9044 -2.7000 1.4739
C -1.6458 -3.8047 2.3136
C -0.4222 -4.4146 2.3267
C 0.6061 -3.9574 1.4668
C 1.8929 -4.5432 1.4043
C 2.8266 -4.0540 0.5347
C 2.4870 -2.9812 -0.3034
N 1.3017 -2.4129 -0.2711
C 0.3454 -2.8763 0.6170
C -2.6658 1.0345 -0.1888
C -1.9708 2.2280 -0.3469
C -2.3825 3.3320 0.3814
C -3.4655 3.2342 1.2468
C -4.1607 2.0394 1.3779
C -3.7667 0.9256 0.6527
H -2.8760 -2.2241 1.4813
H -2.4344 -4.1672 2.9582
H -0.2297 -5.2585 2.9754
H 2.1256 -5.3821 2.0481
H 3.8149 -4.4836 0.4648
H 3.1946 -2.5808 -1.0176
H -1.1529 2.2988 -1.0529
H -1.8670 4.2756 0.2628
H -3.7814 4.1031 1.8080
H -5.0187 1.9773 2.0328
H -4.3087 -0.0077 0.7178
O -1.1144 -3.4629 -4.5461
C -0.6097 -2.9810 -3.6161
N -0.0820 -2.5340 -2.6287
```

## Properties
* charge: +1
* multiplicity: 4
* orbital gap (alpha / beta): 7.9 / 7.0 eV
* LUMO level (alpha / beta): -3.454 / -4.519 eV

***

Record 2
Here is the molecule C15H20N4O3S2 in a non-equilibrium geometry from the Open Molecules 2025 dataset. Energies are from the ωB97M-V functional and the def2-TZVPD basis.

Structure (XYZ):
```
44
Properties=species:S:1:pos:R:3
C -3.6372 -0.4392 -2.6821
C -2.5820 -0.6142 -1.5961
N -2.8312 0.2402 -0.4486
C -3.9232 -0.0410 0.4002
C -3.9067 -1.1967 1.1740
C -4.9665 -1.4774 2.0167
C -6.0384 -0.6044 2.1045
C -6.0519 0.5483 1.3377
C -5.0038 0.8279 0.4782
S -2.2541 1.7769 -0.5515
O -2.3681 2.3257 -1.8684
O -2.7021 2.5499 0.5629
C -0.5021 1.5063 -0.2671
N 0.2266 0.5532 -0.7203
N 1.4993 0.6163 -0.3628
C 1.7778 1.6405 0.3801
N 2.9897 1.9657 0.8853
C 4.2296 1.3302 0.7454
O 5.1801 1.8458 1.2740
C 4.2333 0.0732 -0.0651
C 5.6054 -0.6096 -0.0942
C 5.9257 -1.2265 1.2644
C 5.6281 -1.6747 -1.1865
S 0.3590 2.6586 0.7087
H -3.4161 -1.0926 -3.5218
H -4.6240 -0.6844 -2.2940
H -3.6373 0.5920 -3.0251
H -2.5546 -1.6502 -1.2489
H -1.5945 -0.3446 -1.9719
H -3.0623 -1.8665 1.1128
H -4.9503 -2.3770 2.6139
H -6.8606 -0.8232 2.7690
H -6.8867 1.2300 1.4002
H -5.0064 1.7195 -0.1289
H 3.0304 2.8145 1.4388
H 3.9118 0.3318 -1.0767
H 3.4749 -0.6046 0.3311
H 6.3614 0.1498 -0.3166
H 5.9359 -0.4604 2.0345
H 5.1844 -1.9793 1.5259
H 6.9035 -1.7012 1.2426
H 5.4394 -1.2341 -2.1627
H 6.5972 -2.1665 -1.2152
H 4.8666 -2.4279 -0.9965
```

## Properties
* charge: 0
* structure (SMILES): CCN(c1ccccc1)S(=O)(=O)c1nnc(NC(=O)CC(C)C)s1
* orbital gap: 9.3 eV
* LUMO level: 0.203 eV

***

Results for energy relative to the best compared isomer or geometry (same formula, charge and spin): 10.12, 72.39 (in kcal/mol, following the order of the records).
Results for M: 644.7, 368.5 (in g/mol, following the order of the records).